ORCA calculation (ωB97M-V with the def2-TZVPD basis set) on an isolated molecule of C8H15N3.

Output
energy above the lowest of the compared OMol25 structures with the same formula, charge and spin = 0.0945 eV
SMILES = NCCCCCc1cnc[nH]1

The geometry in ORCA input format:
```
! RIJCOSX wB97M-V def2-TZVPD def2/J DEFGRID3
* xyz 0 1
N 3.407 0.636 0.798
H 2.724 1.360 0.606
H 4.322 1.005 0.566
C 3.128 -0.556 0.009
C 1.791 -1.184 0.421
C 0.595 -0.753 -0.428
H -0.277 -1.330 -0.110
C 0.257 0.732 -0.321
H 0.204 1.014 0.733
C -1.077 1.062 -1.009
C -2.228 0.383 -0.356
C -3.023 -0.661 -0.743
N -3.942 -0.943 0.219
C -3.720 -0.094 1.179
N -2.689 0.737 0.886
H -2.323 1.479 1.460
H -4.273 -0.043 2.096
H -2.991 -1.224 -1.654
H -1.231 2.146 -0.987
H -1.034 0.747 -2.052
H 1.040 1.328 -0.795
H 0.786 -1.003 -1.475
H 1.878 -2.270 0.347
H 1.614 -0.935 1.468
H 3.126 -0.370 -1.078
H 3.937 -1.261 0.220
*
```

Here are the Löwdin charges for atoms 1 to 5, given in e: atom 1 (N): -0.013, atom 2 (H): 0.044, atom 3 (H): 0.064, atom 4 (C): -0.301, atom 5 (C): -0.208